Entry 1:
18
Properties=species:S:1:pos:R:3:forces:R:3:mulliken_charge:R:1 method="wB97M-V/def2-TZVPD" orbital_gap_ev="6.7 / 9.2" fmax_ev_per_a=5.76 charge=+1 spin_multiplicity=3 energy_ha=-309.94444 relative_energy_kcal_mol=9.5 s_squared=2.008
C -0.661398 -0.974743 -0.095638 2.425 1.288 0.441 -0.285
C 0.914138 -1.139907 0.006012 -1.020 4.248 -3.753 -0.922
C -3.543734 0.565141 0.076345 -1.823 0.367 -2.845 -0.975
C -0.771390 0.519116 0.061106 2.362 -0.152 0.945 0.319
C 1.438728 0.291308 0.519049 0.405 -3.871 -0.952 0.340
C 2.530648 0.863510 -0.295202 2.573 2.393 -0.631 -1.274
O 0.272542 1.136924 0.354794 -3.084 0.574 -0.702 -0.176
H -1.076550 -1.152569 -1.037686 -0.755 -0.824 -1.457 0.381
H -0.995860 -1.639882 0.659607 -1.458 0.019 0.770 0.340
H 1.136860 -1.919431 0.568865 1.040 -3.153 3.181 0.497
H 1.337612 -1.411624 -0.973262 -0.174 0.539 0.119 0.315
H -3.141604 0.042140 0.860333 0.883 -1.024 2.052 0.376
H -3.969102 1.572618 0.266452 0.305 -1.013 -0.545 0.355
H -3.696986 -0.086042 -0.859956 -0.009 1.625 1.431 0.301
H 1.487744 0.138872 1.573241 0.877 0.740 0.853 0.346
H 2.374008 0.825345 -1.394635 -0.794 0.348 0.694 0.356
H 3.557216 0.433859 -0.323523 -0.882 -0.649 1.048 0.381
H 2.807128 1.935370 0.034100 -0.871 -1.456 -0.648 0.325

***

Entry 2:
105
Properties=species:S:1:pos:R:3:forces:R:3:mulliken_charge:R:1 method="wB97M-V/def2-TZVPD" orbital_gap_ev=4.6 fmax_ev_per_a=5.57 charge=-2 energy_ha=-3335.32958 relative_energy_kcal_mol=71.4
Cs -0.091179 1.554231 -0.043817 3.440 -4.091 1.575 1.463
C -1.962099 -4.076273 2.552304 -0.070 -0.337 -0.049 -1.005
N -1.412387 -2.744009 2.543260 0.309 -0.119 0.378 0.357
C -1.879149 -1.940669 1.442843 -0.050 0.304 -0.794 -0.299
C -0.363793 -2.390904 3.310337 0.241 -0.199 0.245 0.386
N 0.390710 -1.386921 3.012459 -0.176 -0.268 -0.868 -0.444
C 1.083167 -0.608789 3.893408 0.164 0.127 0.507 -0.654
C 0.487728 -0.176493 5.085623 0.029 -0.013 -0.081 0.070
C 1.123077 0.679504 5.964050 -0.013 0.022 0.235 -0.919
C 2.394828 1.141032 5.679105 0.087 0.023 0.178 -0.765
C 3.003383 0.741780 4.502199 -0.021 0.063 0.013 -0.042
C 2.379932 -0.112312 3.593769 0.003 0.070 0.484 -0.015
N 2.978472 -0.344098 2.374778 -0.303 -0.128 -0.712 -0.091
C 4.183088 -0.666397 2.140930 0.315 -0.283 0.253 0.452
N 4.770825 -0.363721 0.928675 -0.107 -0.058 0.034 0.124
C 4.130940 0.651580 0.114508 -0.182 0.144 0.032 -0.920
C 5.365476 -1.443639 0.173020 0.141 0.010 -0.003 -1.182
N 5.075786 -1.363743 2.986962 -0.242 0.383 0.006 0.312
C 4.574682 -2.014450 4.167688 -0.010 -0.133 0.028 -0.758
C 6.407984 -0.827931 3.142035 0.153 -0.041 0.002 -1.269
N -0.131873 -3.302688 4.393820 0.051 0.625 -0.058 0.391
C 1.236476 -3.485369 4.798622 0.159 0.037 0.011 -0.986
C -1.055233 -3.255330 5.502839 -0.080 -0.154 0.049 -1.163
H -2.961513 -4.084604 3.000010 -0.093 -0.018 -0.013 0.284
H -1.319905 -4.742428 3.121813 -0.057 -0.039 -0.036 0.389
H -2.035728 -4.429526 1.521189 -0.029 0.035 -0.011 0.155
H -2.959544 -1.797030 1.533030 -0.105 0.079 0.075 0.250
H -1.681643 -2.486549 0.454064 -0.194 0.450 0.858 -0.216
H -1.375473 -0.978062 1.440729 -0.041 -0.008 0.137 0.185
H -0.526402 -0.492924 5.287074 -0.074 -0.024 -0.019 0.603
H 0.612855 0.994574 6.863967 -0.037 0.055 0.066 0.384
H 2.902823 1.815385 6.357608 0.001 0.034 -0.027 0.368
H 3.979772 1.130835 4.238003 0.047 0.020 -0.029 0.494
H 3.735610 1.433348 0.756232 0.061 0.060 -0.023 0.331
H 3.305279 0.267498 -0.488279 0.095 0.014 0.047 0.131
H 4.879407 1.083307 -0.549743 -0.020 0.049 -0.100 0.374
H 5.681349 -2.234097 0.850718 0.019 -0.024 -0.071 0.440
H 6.235497 -1.077706 -0.377168 0.044 -0.013 -0.066 0.296
H 4.654823 -1.856696 -0.552416 -0.046 -0.012 -0.004 0.263
H 3.574086 -2.379217 3.964449 -0.050 -0.032 0.109 -0.010
H 4.537733 -1.350985 5.043059 -0.034 -0.064 -0.056 0.321
H 5.222856 -2.866216 4.400062 -0.024 -0.003 0.017 0.393
H 6.677971 -0.267920 2.251198 0.067 -0.017 0.041 0.429
H 7.123846 -1.643835 3.288269 0.024 0.033 0.007 0.318
H 6.474210 -0.157357 4.011988 -0.006 -0.017 0.010 0.312
H 1.843092 -3.582656 3.900364 0.109 -0.020 0.045 0.299
H 1.310860 -4.412029 5.377395 0.006 0.010 -0.035 0.380
H 1.629088 -2.659849 5.411172 0.007 -0.078 -0.033 0.242
H -2.036310 -2.955202 5.147448 -0.136 -0.008 -0.006 0.400
H -0.735415 -2.546236 6.279460 0.007 0.001 -0.023 0.362
H -1.134669 -4.247205 5.963201 -0.059 0.021 0.000 0.257
C 3.533083 0.154774 -5.840832 -0.017 -0.005 -0.059 -1.039
N 3.721286 -0.329874 -4.488546 -0.010 0.112 0.301 0.116
C 3.619868 -1.775346 -4.431313 -0.018 0.071 0.104 -1.071
C 3.074061 0.370418 -3.428516 0.362 -0.656 -0.234 0.331
N 2.422870 -0.144296 -2.475579 -0.528 -0.134 0.408 -0.347
N 3.316285 1.714907 -3.430343 0.156 0.564 -0.491 -0.166
C 2.439472 2.661314 -2.792864 0.439 0.008 -0.460 0.224
N 1.588349 3.265256 -3.671661 -0.354 0.228 -0.044 -0.402
N 2.659806 2.959836 -1.589681 -0.034 -0.052 0.719 -0.601
H 4.330884 -0.238454 -6.476454 -0.046 0.033 -0.002 0.372
H 3.572164 1.241015 -5.888352 -0.035 -0.073 -0.091 0.322
H 2.570282 -0.177205 -6.251717 -0.033 0.067 -0.083 0.295
H 4.305758 -2.205582 -5.164350 -0.039 0.041 0.008 0.273
H 2.602729 -2.132093 -4.651641 0.069 -0.041 0.050 0.434
H 3.917701 -2.128617 -3.444504 -0.047 -0.023 -0.037 0.289
H 2.257794 -1.139052 -2.517209 -0.028 -0.069 -0.293 0.113
H 3.766147 2.092610 -4.249426 -0.070 -0.074 0.148 0.301
H 1.211004 2.704907 -4.419034 0.131 -0.236 0.012 0.264
H 0.847090 3.854286 -3.252321 0.312 -0.001 -0.135 0.338
H 1.971639 3.624388 -1.237582 -0.085 0.130 -0.078 0.227
O -1.389390 5.056877 1.945536 -0.067 -0.080 -0.518 -0.778
S -1.362666 4.256838 0.725044 -0.727 1.268 1.583 1.084
O -0.064227 4.251233 0.076716 -0.062 0.558 -0.147 -0.580
O -1.916861 2.916138 0.920154 -1.182 1.114 0.600 -0.840
C -2.618832 5.006898 -0.346692 0.290 -0.305 0.633 0.067
C -3.531348 5.857164 0.257694 0.061 0.121 0.107 -0.550
C -4.668655 6.270617 -0.417901 0.044 0.027 -0.017 -0.475
C -4.899676 5.820608 -1.708066 -0.014 0.002 0.031 -0.536
C -3.972263 4.993551 -2.320224 -0.044 -0.149 -0.121 -0.498
C -2.838644 4.581828 -1.638591 0.452 -0.195 -0.510 -0.363
S -1.588299 3.689999 -2.589348 -0.575 0.782 -2.166 1.542
O -1.188196 2.472409 -1.911231 -1.320 1.048 -1.785 -0.740
O -0.519521 4.684243 -2.739523 -0.255 -0.112 0.452 -0.910
O -2.223095 3.417038 -3.877289 -0.130 0.001 0.413 -0.799
H -3.317648 6.173427 1.266532 -0.059 0.015 0.122 0.512
H -5.376710 6.936329 0.061247 0.010 -0.010 0.039 0.359
H -5.800194 6.115065 -2.231318 -0.004 0.016 -0.079 0.360
H -4.094243 4.632567 -3.329771 -0.078 0.034 -0.095 0.496
C -4.052752 -3.846752 -2.215440 0.412 -0.126 0.046 -1.155
Si -2.267637 -4.532273 -2.020345 -0.170 -0.229 0.043 0.356
C -2.496039 -6.194531 -1.059029 0.113 0.387 -0.210 -1.196
C -1.896216 -5.160427 -3.841436 0.086 0.277 0.459 -1.193
C -1.193135 -3.389426 -1.106858 -0.193 -0.862 -1.199 -1.040
H -4.728071 -4.551462 -2.698680 -0.035 -0.185 -0.134 0.271
H -4.041379 -2.940036 -2.812918 0.000 0.243 -0.158 0.314
H -4.482422 -3.588571 -1.251363 -0.004 0.054 0.238 0.328
H -2.852645 -7.005554 -1.691771 -0.074 -0.084 -0.201 0.330
H -3.211673 -6.082101 -0.247734 -0.112 0.097 0.193 0.320
H -1.552911 -6.513422 -0.621934 0.224 -0.049 0.109 0.294
H -2.641025 -5.831107 -4.271877 -0.239 -0.106 0.100 0.296
H -0.937039 -5.678013 -3.871903 0.166 -0.057 0.043 0.282
H -1.812605 -4.303112 -4.508730 0.037 0.173 -0.090 0.283
H -1.017959 -2.435613 -1.618327 -0.074 0.082 0.077 0.134
H -0.230760 -3.807001 -0.798061 0.084 -0.101 0.077 0.275

***

Entry 3:
49
Properties=species:S:1:pos:R:3:forces:R:3:mulliken_charge:R:1 method="wB97M-V/def2-TZVPD" orbital_gap_ev="2.8 / 2.8" fmax_ev_per_a=2.68 energy_ha=-1792.95499 relative_energy_kcal_mol=83.0
C 0.849734 -1.070823 -4.044544 -0.312 0.169 0.188 -0.670
C 0.919714 -0.894171 -2.664633 -0.188 -0.803 -0.077 0.319
N -0.204531 -1.042610 -1.894371 0.055 0.614 -0.914 0.137
C -1.424932 -1.163881 -2.509440 0.381 0.193 0.106 0.464
C -1.525949 -1.292845 -3.880598 -0.140 -0.131 -0.293 -0.635
C -0.377318 -1.285878 -4.652775 0.061 0.092 0.340 -0.492
C 2.296906 -0.696857 -2.039400 0.334 -1.046 0.237 -1.181
P 2.306144 -0.814736 -0.207815 0.000 0.200 0.120 1.069
Al -0.097988 -1.167659 0.107692 -0.055 0.006 1.445 0.666
P -2.431616 -0.547867 -0.027250 0.727 0.554 0.269 0.766
C -2.704417 -1.147624 -1.707389 -0.842 -0.378 0.081 -1.159
O 2.383447 2.997183 -3.277515 -1.023 -1.979 -0.431 -0.642
O -0.937888 2.909796 -1.927909 -0.671 -1.592 -1.436 -0.736
H 1.750955 -1.050930 -4.638525 0.100 0.109 0.064 0.538
H -2.512171 -1.435724 -4.336320 0.446 0.144 0.240 0.478
H -0.442861 -1.430228 -5.716935 0.032 -0.021 -0.219 0.440
C 3.590507 -2.080680 0.058219 0.086 -0.132 0.022 -1.418
C 3.012477 0.781225 0.330554 0.222 -0.029 0.007 -1.303
H -3.480871 -0.521462 -2.179033 0.399 -0.348 -0.248 0.523
H -3.109160 -2.170292 -1.620306 0.133 0.218 -0.182 0.477
H 2.711698 0.290752 -2.225990 -0.017 0.070 -0.673 0.410
H 3.005860 -1.504621 -2.400398 -0.816 1.090 0.007 0.481
C -3.735683 -1.085276 1.064049 -0.519 -0.527 -0.031 -1.362
C -2.637982 1.225962 -0.151804 -0.186 0.403 -0.092 -1.034
H -0.637387 3.636596 -1.408135 1.352 1.787 1.467 0.086
H -1.306402 3.338277 -2.704747 0.019 0.076 -0.160 0.159
H 1.706890 2.637214 -2.655456 0.415 1.153 -0.037 0.281
H 2.185880 2.401907 -4.042488 0.495 0.925 0.490 0.304
H -0.051696 -2.720073 0.648018 -0.100 0.476 -0.332 -0.668
H 0.779598 5.025861 -0.544499 -0.341 -0.542 -0.203 -0.247
H 4.444845 -1.807380 -0.581311 -0.095 -0.198 0.394 0.458
H 3.896221 -2.151352 1.116810 -0.142 0.093 -0.513 0.369
H 3.195087 -3.055169 -0.265511 0.145 0.270 0.144 0.366
H 4.108962 0.749780 0.226906 -0.330 0.070 0.041 0.422
H 2.621673 1.569819 -0.332396 0.009 -0.092 0.426 0.441
H 2.742589 1.012705 1.375535 0.047 -0.116 -0.571 0.204
H -3.629527 1.458079 -0.588579 0.327 -0.065 0.378 0.457
H -2.487778 1.704086 0.834562 -0.162 -0.329 -0.492 0.366
H -1.885621 1.639373 -0.835695 -0.106 -0.008 0.179 0.121
H -4.682088 -0.624307 0.753796 0.114 -0.192 0.193 0.404
H -3.805371 -2.179335 1.027689 -0.140 0.219 0.200 0.390
H -3.471778 -0.753986 2.075820 -0.087 -0.070 -0.236 0.342
C 0.530034 -0.359964 3.477842 0.200 0.062 0.118 -1.154
C -0.415337 0.315452 2.517197 0.449 0.061 -1.631 0.577
O -1.426509 0.867402 2.867620 -0.070 -0.136 0.043 -0.565
O -0.035141 0.266235 1.200776 0.081 -0.361 1.559 -0.088
H 0.142605 -0.191865 4.478832 0.137 -0.124 0.092 0.356
H 1.543140 0.062440 3.398717 -0.342 -0.077 -0.043 0.259
H 0.600135 -1.437851 3.276532 -0.083 0.241 -0.035 0.223

***

Entry 4:
51
Properties=species:S:1:pos:R:3:forces:R:3:mulliken_charge:R:1 method="wB97M-V/def2-TZVPD" orbital_gap_ev=6.8 fmax_ev_per_a=6.12 charge=+1 energy_ha=-2548.07212
N -3.342531 -1.854275 0.004222 0.161 0.320 -0.281 -0.537
C -3.772815 -0.669966 -0.021349 -0.805 -0.477 0.396 -0.069
C -5.069332 -0.284361 0.751353 0.926 0.206 -0.652 -0.673
P -6.420471 -1.196164 -0.048205 0.183 0.079 0.537 0.080
P -8.414842 -0.377565 0.396147 -1.957 1.708 -0.350 0.810
N -8.538695 0.994393 -0.249435 0.735 -0.016 0.196 -0.614
O -9.417451 -1.419458 -0.254014 0.701 -0.531 0.845 -0.460
O -8.677200 -0.368473 1.976987 0.794 -0.983 -0.387 -0.478
H -3.940006 -2.441886 0.586773 0.228 -0.276 0.096 0.202
H -3.280888 0.102680 -0.603522 0.091 0.031 -0.002 0.420
H -4.904443 -0.603057 1.778735 -0.381 0.014 0.145 0.456
H -5.222678 0.792609 0.708011 -0.357 0.005 0.037 0.418
H -6.206887 -1.129804 -1.430613 -0.183 -0.184 0.056 0.255
H -6.346575 -2.518246 0.419641 0.167 -0.032 -0.417 0.201
H -8.754394 1.679495 0.471434 0.112 0.467 -0.413 0.286
H -9.909195 -1.853956 0.462335 -0.269 -0.341 -0.331 0.367
H -7.963143 -0.771085 2.489907 -0.244 0.015 0.472 0.338
C 1.626734 -2.025437 -0.345355 -0.292 -0.252 -0.246 -0.722
O 2.096366 -1.099301 0.635184 0.593 2.532 1.632 -0.143
P 2.060337 -1.573874 2.205269 -1.446 -5.947 -0.162 1.047
O 3.039531 -2.679680 2.252385 0.366 0.793 0.038 -0.654
O 0.527831 -2.132012 2.141823 -0.038 0.417 -0.007 -0.425
C -0.534105 -1.206845 1.938080 0.073 -0.123 0.172 -0.694
O 1.869710 -1.161740 3.781046 0.543 2.462 -1.669 -0.321
C 3.052865 -0.760548 4.503503 0.169 0.020 0.296 -0.672
H 2.265781 -1.917008 -1.219805 0.068 0.100 0.086 0.247
H 1.670404 -3.052162 0.008837 0.089 0.033 0.087 0.373
H 0.601033 -1.776870 -0.624883 0.016 -0.015 0.052 0.252
H -1.231185 -1.635689 1.221827 0.053 -0.051 -0.039 0.196
H -0.172875 -0.250963 1.547588 -0.060 0.010 -0.023 0.347
H -1.052942 -1.035749 2.884585 0.049 0.073 0.009 0.331
H 3.698297 -0.130065 3.896387 0.055 -0.006 0.032 0.309
H 3.598333 -1.645469 4.823404 -0.012 -0.054 -0.147 0.279
H 2.733936 -0.200135 5.379004 -0.125 0.008 -0.076 0.250
C 2.896476 1.656488 -1.217647 -0.206 -0.462 -0.001 -0.663
O 4.027174 2.520972 -1.284582 2.518 1.577 0.555 -0.412
P 4.789800 2.618798 -2.735920 -3.492 -3.024 -3.913 1.161
O 3.780061 3.270102 -3.601508 0.424 0.500 0.496 -0.663
O 4.863431 1.012546 -2.967202 0.208 0.110 0.314 -0.342
C 5.684259 0.224420 -2.099068 0.023 -0.013 -0.150 -0.714
O 6.187866 2.826687 -3.569399 0.337 0.959 2.853 -0.283
C 6.573165 4.178682 -3.886194 0.160 0.188 -0.207 -0.686
H 2.158931 2.130224 -0.570773 0.137 0.141 0.020 0.323
H 2.453874 1.486940 -2.197031 0.052 0.109 -0.045 0.357
H 3.187841 0.703265 -0.777237 0.004 0.015 -0.020 0.219
H 5.139186 -0.680201 -1.833597 -0.031 0.004 -0.018 0.201
H 5.939976 0.759862 -1.181910 -0.020 -0.037 0.019 0.367
H 6.600284 -0.053490 -2.619627 0.015 0.042 0.013 0.278
H 6.384222 4.854538 -3.055192 0.003 0.060 -0.033 0.323
H 6.026658 4.514532 -4.764880 -0.127 -0.045 0.068 0.281
H 7.638291 4.178302 -4.105519 -0.007 -0.127 0.067 0.250

***

Entry 5:
19
Properties=species:S:1:pos:R:3:forces:R:3:mulliken_charge:R:1 method="wB97M-V/def2-TZVPD" orbital_gap_ev="2.5 / 9.5" fmax_ev_per_a=0.58 charge=-1 spin_multiplicity=2 energy_ha=-365.16058 relative_energy_kcal_mol=8.5 s_squared=0.750
C -0.584443 -0.360587 0.876131 -0.184 0.153 0.371 -0.580
C -0.365624 -0.933513 -0.516476 -0.013 -0.380 -0.444 -0.505
C 0.978273 -1.548563 -0.750039 -0.173 -0.107 0.395 -0.114
C 1.183505 -2.804776 -1.117198 0.276 -0.182 -0.139 -0.730
C 0.421538 0.728941 1.181681 0.132 0.097 -0.086 -0.674
N 0.192925 1.961655 0.688479 -0.225 -0.019 0.056 1.596
C -0.978276 2.482588 0.011102 -0.047 0.151 -0.553 -3.933
O 1.447856 0.471445 1.807277 0.040 0.014 0.042 -0.608
H -1.608049 0.017256 0.945004 0.038 0.069 -0.002 0.752
H -0.470275 -1.101758 1.670470 0.123 -0.120 -0.248 0.257
H -1.123003 -1.674082 -0.764183 -0.186 -0.170 0.182 0.554
H -0.530902 -0.140995 -1.250839 0.122 0.260 0.026 -0.152
H 1.834121 -0.929072 -0.528132 0.181 0.196 -0.124 0.171
H 0.388931 -3.523686 -1.266732 -0.235 0.104 -0.069 0.308
H 2.184134 -3.189533 -1.285310 0.016 0.082 0.093 0.255
H 0.917720 2.636567 0.882787 0.035 -0.138 0.057 0.381
H -1.802663 1.771876 -0.052885 0.078 0.042 0.306 0.504
H -0.763944 2.740330 -1.037141 0.142 0.033 0.092 0.446
H -1.321825 3.395907 0.506003 -0.121 -0.085 0.044 1.074